No. 1
The following is a quantum chemistry calculation of C5H7NO in the gas phase in a non-equilibrium geometry, from the OMol25 dataset.

Summary:
Net charge: 0
LUMO: 0.2 eV
E_HOMO: -7.327 eV
Relative energy (zero: lowest compared OMol25 entry of this formula, charge and spin): 55.6 kcal per mole
Gap between HOMO and LUMO: 0.2769 Eh

Geometry as XYZ:
```
14
Properties=species:S:1:pos:R:3:mulliken_charge:R:1
O -0.8232 -1.7647 -2.5273 -0.70
N -1.0064 -1.5176 -0.1932 0.03
C -0.5786 -1.0462 -1.5655 0.16
C 0.2161 0.3429 0.1906 0.98
C -0.6437 -0.7144 0.7660 -0.56
C 0.0426 0.1683 -1.2738 -0.79
C 0.7577 1.5937 0.9569 -1.12
H 0.3723 0.8409 -2.0518 0.38
H 1.7446 1.3913 1.4151 0.32
H 1.0761 -0.2573 0.5528 0.06
H 0.1164 1.9433 1.7690 0.30
H -1.4642 -2.4201 -0.0950 0.23
H -0.7441 -0.9518 1.8177 0.41
H 0.9344 2.3916 0.2386 0.31
```

---

No. 2
The following is a quantum chemistry calculation of 2 unconnected molecules or ions with the total composition C5H7NO, from the OMol25 dataset.

Summary:
Net charge: 0
LUMO: 0.8 eV
SMILES: C#CCC.N=C=O
E_HOMO: -9.818 eV
Relative energy (zero: lowest compared OMol25 entry of this formula, charge and spin): 47.8 kcal per mole
Gap between HOMO and LUMO: 0.3904 Eh

Geometry as XYZ:
```
14
Properties=species:S:1:pos:R:3:mulliken_charge:R:1
O 1.8396 1.0431 0.9794 -0.43
N 3.2985 -0.6744 0.1895 -0.54
C -2.4206 0.3285 -0.1619 -1.24
C 0.4162 -1.3597 -0.8632 0.15
C -0.1331 -0.4125 -0.3608 -0.55
C 2.5796 0.2184 0.6065 0.72
C -0.9658 0.6496 0.2045 -0.35
H -0.6488 1.6248 -0.1858 0.29
H -0.8159 0.7057 1.2898 0.29
H 4.2840 -0.6228 0.3988 0.26
H -2.6111 -0.7376 -0.0061 0.33
H 0.9050 -2.1970 -1.3037 0.42
H -2.5947 0.5325 -1.2225 0.31
H -3.1330 0.9013 0.4357 0.35
```

---

No. 3
The following is a quantum chemistry calculation of C5H7NO in the gas phase in a non-equilibrium geometry, from the OMol25 dataset.

Summary:
Net charge: 0
LUMO (alpha / beta): 0.2 / 0.2 eV
E_HOMO (alpha / beta): -7.679 / -7.683 eV
Relative energy (zero: lowest compared OMol25 entry of this formula, charge and spin): 87.0 kcal per mole
Gap between HOMO and LUMO (alpha / beta): 0.2889 / 0.2890 Eh

Geometry as XYZ:
```
14
Properties=species:S:1:pos:R:3:mulliken_charge:R:1
O 1.3883 0.6326 0.8782 -0.32
N 1.0266 -1.3964 -0.2746 -0.53
C -1.6352 -0.3129 0.4773 -0.99
C -0.1903 -0.9942 -0.8143 -0.24
C 0.4932 1.3008 0.0031 -0.46
C -0.7216 0.3410 -0.4489 0.14
C 1.6610 -0.6335 0.5420 0.06
H 0.3068 2.2650 0.5085 0.32
H -1.3364 -0.8753 1.3475 0.28
H -2.6681 0.0764 0.5342 0.30
H -1.2953 0.7804 -1.2733 0.35
H 0.9844 1.4594 -0.9565 0.28
H 2.5457 -0.9929 1.0681 0.38
H -0.5416 -1.6734 -1.5900 0.43
```

---

No. 4
The following is a quantum chemistry calculation of C5H7NO in the gas phase, from the OMol25 dataset.

Summary:
Net charge: 0
LUMO: 1.0 eV
SMILES: Cc1coc(N)c1
E_HOMO: -7.532 eV
Relative energy (zero: lowest compared OMol25 entry of this formula, charge and spin): 24.4 kcal per mole
Gap between HOMO and LUMO: 0.3135 Eh

Geometry as XYZ:
```
14
Properties=species:S:1:pos:R:3:mulliken_charge:R:1
O -0.7765 -0.7867 1.2537 -0.38
N -1.4660 -2.2000 -0.4154 -0.49
C 1.0103 1.9661 -0.2900 -1.11
C -0.1294 0.4280 1.3128 -0.69
C 0.4722 0.6660 0.1353 0.73
C -0.5671 -1.2438 -0.0055 0.35
C 0.3187 -0.4870 -0.6937 -0.59
H -0.1638 1.0281 2.2120 0.42
H 2.0888 1.8731 -0.3909 0.27
H 0.7291 2.6943 0.4735 0.32
H -1.8364 -2.6658 0.3963 0.25
H -1.0892 -2.8202 -1.1167 0.26
H 0.5761 2.2668 -1.2530 0.29
H 0.8332 -0.7189 -1.6185 0.37
```

---

No. 5
The following is a quantum chemistry calculation of C5H7NO in the gas phase in a non-equilibrium geometry, from the OMol25 dataset.

Summary:
Net charge: 0
LUMO: 0.9 eV
SMILES: Cc1cocc1N
E_HOMO: -8.051 eV
Relative energy (zero: lowest compared OMol25 entry of this formula, charge and spin): 57.2 kcal per mole
Gap between HOMO and LUMO: 0.3295 Eh

Geometry as XYZ:
```
14
Properties=species:S:1:pos:R:3:mulliken_charge:R:1
O -1.5644 -1.4938 -0.0874 -0.34
N -0.5194 1.9415 -0.1909 -0.60
C -0.2629 -1.6575 -0.1457 -0.35
C -0.6930 0.5943 -0.2036 0.61
C -1.8540 -0.1071 -0.0216 -0.55
C 0.3740 -0.3906 -0.2233 0.43
C 1.8221 -0.3047 -0.0119 -1.23
H -1.4084 2.4968 0.1016 0.27
H -2.9904 -0.0648 0.1798 0.31
H 1.8785 0.0590 0.9882 0.26
H 2.2146 0.4019 -0.8182 0.26
H 0.1264 2.2758 0.4901 0.25
H 2.3907 -1.1681 -0.1542 0.46
H 0.4863 -2.5827 0.0970 0.21
```

---

No. 6
The following is a quantum chemistry calculation of a molecular structure, C5H7NO, from the OMol25 dataset.

Summary:
Net charge: 0
LUMO: 0.6 eV
E_HOMO: -8.332 eV
Relative energy (zero: lowest compared OMol25 entry of this formula, charge and spin): 112.0 kcal per mole
Gap between HOMO and LUMO: 0.3279 Eh

Geometry as XYZ:
```
14
Properties=species:S:1:pos:R:3:mulliken_charge:R:1
O 0.0493 2.1204 -0.5008 -0.49
N -0.6544 -0.1105 -0.4364 -0.17
C 1.5621 0.1497 -0.1791 -0.50
C 0.3866 0.8166 -0.3682 0.45
C -0.1015 -1.4023 -0.3385 -0.61
C 1.2374 -1.2635 -0.1620 -0.39
C -2.0757 0.1339 0.8526 -0.68
H 0.8558 2.6495 -0.3965 0.34
H -1.5832 0.0837 -0.8401 0.48
H 1.9417 -2.0759 -0.0175 0.40
H 2.5467 0.5868 -0.0551 0.37
H -1.7529 1.1129 1.1987 0.17
H -0.7557 -2.2648 -0.3573 0.44
H -1.6561 -0.5362 1.6002 0.18
```

---

No. 7
The following is a quantum chemistry calculation of C5H7NO in the gas phase in a non-equilibrium geometry, from the OMol25 dataset.

Summary:
Net charge: 0
LUMO: 0.8 eV
SMILES: N#CCC1(O)CC1
E_HOMO: -10.325 eV
Relative energy (zero: lowest compared OMol25 entry of this formula, charge and spin): 32.4 kcal per mole
Gap between HOMO and LUMO: 0.4089 Eh

Geometry as XYZ:
```
14
Properties=species:S:1:pos:R:3:mulliken_charge:R:1
O -0.1673 1.6496 0.0070 -0.55
N 3.1143 0.9154 0.5178 -0.42
C -0.2135 0.2586 -0.0574 0.65
C 1.0911 -0.3903 -0.5215 -0.28
C -1.1180 -0.4774 0.8925 -0.86
C -1.5000 -0.2960 -0.5585 -0.64
C 2.2452 0.3068 0.0566 0.13
H -1.4743 -1.1583 -1.2206 0.24
H 1.1270 -1.4442 -0.2273 0.34
H 0.4608 1.8945 0.7026 0.36
H -1.6547 0.1165 1.6259 0.27
H -0.8368 -1.4731 1.2263 0.24
H -2.2690 0.4362 -0.7822 0.26
H 1.1767 -0.3404 -1.6126 0.25
```

---

No. 8
The following is a quantum chemistry calculation of a molecular structure, C5H7NO, from the OMol25 dataset.

Summary:
Net charge: 0
LUMO: 0.4 eV
E_HOMO: -8.488 eV
Relative energy (zero: lowest compared OMol25 entry of this formula, charge and spin): 116.0 kcal per mole
Gap between HOMO and LUMO: 0.3252 Eh

Geometry as XYZ:
```
14
Properties=species:S:1:pos:R:3:mulliken_charge:R:1
O 2.0425 -0.3188 -0.9985 -0.50
N -0.6832 0.2532 1.4155 -0.59
C 0.4418 1.1237 -0.0738 -0.55
C -0.4965 -0.8815 0.6750 -0.24
C 1.2136 -0.0668 0.0754 -0.06
C -1.0117 0.9096 0.1359 -0.07
C -1.3893 -0.4501 -0.4819 -0.55
H -0.2583 -1.8541 1.0976 0.47
H 0.8806 2.0340 -0.4879 0.35
H -1.6651 1.7843 0.1258 0.46
H 1.6353 -0.3817 1.0261 0.36
H -2.4361 -0.7145 -0.2903 0.28
H -1.1136 -0.6643 -1.5212 0.28
H 2.8401 -0.7730 -0.6977 0.36
```

---

No. 9
The following is a quantum chemistry calculation of C5H7NO in the gas phase, from the OMol25 dataset.

Summary:
Net charge: 0
LUMO: 1.0 eV
SMILES: [H]/N=C\OC=C1CC1
E_HOMO: -9.885 eV
Relative energy (zero: lowest compared OMol25 entry of this formula, charge and spin): 61.6 kcal per mole
Gap between HOMO and LUMO: 0.3994 Eh

Geometry as XYZ:
```
14
Properties=species:S:1:pos:R:3:mulliken_charge:R:1
O -0.8054 -0.2250 -1.5504 -0.32
N -2.3381 -1.4570 -0.2149 -0.58
C 0.4605 0.3113 0.3794 0.61
C -1.7436 -1.1808 -1.2905 0.10
C 1.2655 0.7020 1.5406 -0.51
C 1.4032 -0.6786 0.9040 -0.44
C -0.4455 0.6327 -0.5183 -0.73
H 1.0054 -1.5325 1.4477 0.22
H -2.0406 -0.8502 0.5511 0.31
H 2.0734 1.4141 1.3884 0.23
H 0.7838 0.7689 2.5139 0.21
H 2.2985 -0.8903 0.3245 0.21
H -0.9475 1.5967 -0.5476 0.32
H -1.9507 -1.7360 -2.2045 0.38
```

---

No. 10
The following is a quantum chemistry calculation of C5H7NO in the gas phase, from the OMol25 dataset.

Summary:
Net charge: 0
LUMO: 1.0 eV
SMILES: Cc1occc1N
E_HOMO: -8.327 eV
Relative energy (zero: lowest compared OMol25 entry of this formula, charge and spin): 21.3 kcal per mole
Gap between HOMO and LUMO: 0.3443 Eh

Geometry as XYZ:
```
14
Properties=species:S:1:pos:R:3:mulliken_charge:R:1
O -0.2531 1.2256 -1.1267 -0.40
N 0.1412 -1.1423 1.5305 -0.53
C -1.5591 1.0913 -0.7733 -0.32
C -0.3580 -0.2145 0.5766 0.64
C 1.8553 0.0386 -0.7346 -1.11
C 0.4705 0.3965 -0.3081 0.18
C -1.6943 0.2131 0.2472 -0.66
H -0.0594 -0.8567 2.4821 0.26
H -2.2887 1.6630 -1.3309 0.45
H -0.2183 -2.0780 1.3808 0.24
H 2.1245 0.6927 -1.5626 0.34
H -2.6301 -0.1207 0.6760 0.38
H 2.6272 0.0892 0.0394 0.30
H 1.8421 -0.9979 -1.0964 0.23
```

---

No. 11
The following is a quantum chemistry calculation of C5H7NO in the gas phase in a non-equilibrium geometry, from the OMol25 dataset.

Summary:
Net charge: 0
LUMO: 0.5 eV
SMILES: [O-]C1=C[N@H+]2C[C@@H]1C2
E_HOMO: -7.457 eV
Relative energy (zero: lowest compared OMol25 entry of this formula, charge and spin): 94.6 kcal per mole
Gap between HOMO and LUMO: 0.2925 Eh

Geometry as XYZ:
```
14
Properties=species:S:1:pos:R:3:mulliken_charge:R:1
O 2.1881 -0.0563 1.5424 -0.64
N -0.7451 0.6522 -0.1534 -0.10
C 0.2571 1.2206 0.8245 -0.89
C 0.1127 -0.0330 -1.2467 -0.46
C 0.4599 -0.9376 -0.0227 -0.36
C 1.1529 0.1186 0.9232 0.66
C -1.0155 -0.7275 0.3609 -0.47
H 0.5912 2.1843 0.4417 0.22
H 0.8831 0.6180 -1.6618 0.31
H 0.9285 -1.9121 -0.1192 0.49
H -0.4418 -0.5472 -2.0439 0.29
H -1.4244 1.4053 -0.0318 0.36
H -1.3082 -0.7334 1.4080 0.32
H -1.7303 -1.2577 -0.2813 0.29
```

---

No. 12
The following is a quantum chemistry calculation of C5H7NO in the gas phase, from the OMol25 dataset.

Summary:
Net charge: 0
LUMO: 0.8 eV
SMILES: Cn1cccc1O
E_HOMO: -7.894 eV
Relative energy (zero: lowest compared OMol25 entry of this formula, charge and spin): 26.5 kcal per mole
Gap between HOMO and LUMO: 0.3206 Eh

Geometry as XYZ:
```
14
Properties=species:S:1:pos:R:3:mulliken_charge:R:1
O -1.5365 -0.5950 1.4843 -0.50
N -0.3307 -0.5044 -0.5259 0.01
C -0.3518 1.4213 0.6663 -0.49
C 0.3522 0.4814 -1.2564 -0.55
C 0.5520 -1.6554 -0.2940 -0.92
C 0.3899 1.6350 -0.5567 -0.47
C -0.7865 0.1344 0.6224 0.42
H -1.8244 -0.0053 2.1935 0.34
H 1.0534 -1.9066 -1.2321 0.34
H 0.9022 2.5386 -0.8574 0.41
H 0.0144 -2.5247 0.0798 0.29
H 0.7725 0.2011 -2.2136 0.43
H -0.5299 2.1365 1.4592 0.38
H 1.3232 -1.3568 0.4306 0.31
```

---

No. 13
The following is a quantum chemistry calculation of C5H7NO in the gas phase, from the OMol25 dataset.

Summary:
Net charge: 0
LUMO: 1.0 eV
SMILES: Cc1coc(N)c1
E_HOMO: -7.610 eV
Relative energy (zero: lowest compared OMol25 entry of this formula, charge and spin): 16.5 kcal per mole
Gap between HOMO and LUMO: 0.3162 Eh

Geometry as XYZ:
```
14
Properties=species:S:1:pos:R:3:mulliken_charge:R:1
O 1.0735 -1.2739 -0.0924 -0.38
N 2.6935 0.3350 -0.3512 -0.51
C 0.2813 0.8121 0.1288 -0.68
C -2.2533 0.2408 0.0344 -1.10
C 1.3799 0.0400 -0.0510 0.47
C -0.8164 -0.1071 0.0749 0.81
C -0.2982 -1.3467 -0.0213 -0.77
H 3.2870 -0.4403 -0.0970 0.26
H 0.2467 1.8768 0.3173 0.36
H -2.8247 -0.6740 -0.1373 0.31
H -2.5471 0.6991 0.9803 0.27
H 2.9965 1.2108 0.0504 0.27
H -2.4590 0.9503 -0.7766 0.29
H -0.7597 -2.3231 -0.0594 0.43
```

---

No. 14
The following is a quantum chemistry calculation of C5H7NO in the gas phase in a non-equilibrium geometry, from the OMol25 dataset.

Summary:
Net charge: 0
LUMO (alpha / beta): 0.6 / 0.6 eV
SMILES: Cc1occc1N
E_HOMO (alpha / beta): -7.375 / -7.376 eV
Relative energy (zero: lowest compared OMol25 entry of this formula, charge and spin): 78.4 kcal per mole
Gap between HOMO and LUMO (alpha / beta): 0.2940 / 0.2940 Eh

Geometry as XYZ:
```
14
Properties=species:S:1:pos:R:3:mulliken_charge:R:1
O 0.5139 -0.9228 1.2525 -0.23
N -0.5527 2.1121 -0.2038 -0.49
C 1.4779 -0.7272 0.3849 -0.49
C 1.3285 0.4274 -0.3354 -0.41
C -1.2015 -1.2852 -0.0948 -0.97
C -0.5942 -0.1662 0.7737 -0.08
C 0.0348 0.9002 0.0530 0.47
H -2.0900 -0.9988 -0.6419 0.33
H 2.0606 -1.6209 0.2719 0.42
H -1.3699 -2.1895 0.4989 0.29
H 1.9877 0.7967 -1.1093 0.37
H -1.1949 2.4081 0.5191 0.28
H 0.0374 2.8737 -0.5147 0.27
H -0.4375 -1.6076 -0.8541 0.26
```

---

No. 15
The following is a quantum chemistry calculation of C5H7NO in the gas phase, from the OMol25 dataset.

Summary:
Net charge: 0
LUMO (alpha / beta): -0.6 / -0.6 eV
E_HOMO (alpha / beta): -6.831 / -6.832 eV
Relative energy (zero: lowest compared OMol25 entry of this formula, charge and spin): 96.7 kcal per mole
Gap between HOMO and LUMO (alpha / beta): 0.2295 / 0.2296 Eh

Geometry as XYZ:
```
14
Properties=species:S:1:pos:R:3:mulliken_charge:R:1
O 1.9344 0.2864 -2.3825 -0.64
N -0.8794 -0.0589 0.5398 0.05
C 0.8228 -0.3942 -0.4423 0.11
C -0.6072 -0.4751 -0.8740 -0.42
C 1.9111 0.1024 -1.1585 -0.26
C 0.4762 -0.4758 1.0121 -0.45
C -1.6667 0.8283 1.0027 -0.20
H -1.5061 1.2100 2.0043 0.26
H 0.4101 -1.4785 1.4568 0.17
H 2.8109 0.3214 -0.5324 0.26
H -1.0380 -1.4691 -1.0522 0.17
H -0.9940 0.2374 -1.6136 0.32
H -2.4560 1.2189 0.3718 0.27
H 0.8990 0.2200 1.7498 0.34
```

---

No. 16
The following is a quantum chemistry calculation of C5H7NO in the gas phase, from the OMol25 dataset.

Summary:
Net charge: 0
LUMO: 1.0 eV
SMILES: [H]/N=C1\OC[C@H]2C[C@@H]12
E_HOMO: -9.840 eV
Relative energy (zero: lowest compared OMol25 entry of this formula, charge and spin): 33.8 kcal per mole
Gap between HOMO and LUMO: 0.3972 Eh

Geometry as XYZ:
```
14
Properties=species:S:1:pos:R:3:mulliken_charge:R:1
O 1.5130 0.5348 -0.5642 -0.41
N 1.9011 -1.7063 -0.1229 -0.71
C 1.1032 -0.7501 -0.3281 0.30
C -1.4703 -0.3593 -1.0987 -0.73
C -0.3826 -0.7852 -0.1326 0.04
C 0.3680 1.3195 -0.9059 -0.44
C -0.8158 0.6526 -0.2170 -0.05
H -1.3021 -0.2742 -2.1703 0.22
H -1.2675 1.1408 0.6389 0.35
H -0.7104 -1.4358 0.6703 0.37
H 0.5389 2.3551 -0.6114 0.31
H -2.4607 -0.7215 -0.8314 0.26
H 0.2626 1.2759 -1.9986 0.22
H 2.8574 -1.3492 -0.1692 0.28
```